[1]
Formula: C28H31F29NbO4
Source: the Open Molecules 2025 dataset
Level of theory: ωB97M-V with the def2-TZVPD basis set

Output
Maximum force   2.0 eV/Å
Calculated total energy   -4339.40477 Eh
Total charge   -1

```
93
Properties=species:S:1:pos:R:3:lowdin_charge:R:1
C 4.41 -5.24 3.79 -0.0439
C 3.21 -4.46 3.32 -0.2823
C 2.29 -3.91 4.16 -0.0730
C 1.22 -3.24 3.69 -0.0511
C 1.00 -3.05 2.36 -0.1373
C -0.20 -2.24 1.93 -0.3338
C -0.86 -2.70 0.62 -0.0701
C 0.10 -0.73 1.84 -0.0577
C 1.95 -3.60 1.51 -0.2469
O 1.86 -3.48 0.12 -0.2202
C 2.40 -2.20 -0.35 -0.3660
Nb 4.38 -2.38 -1.49 1.2167
C 4.21 -0.04 -1.68 -0.5361
F 5.17 0.36 -2.57 -0.0191
F 2.98 0.31 -2.21 -0.0132
C 4.44 0.84 -0.45 -0.6030
F 4.63 2.15 -0.86 0.0770
F 5.53 0.51 0.22 0.1285
F 3.38 0.87 0.37 0.1298
C 3.02 -4.29 1.97 0.0194
H 4.16 -6.30 3.72 0.0804
H 4.71 -4.96 4.79 0.0717
H 5.23 -5.09 3.09 0.0764
H 2.42 -4.01 5.23 0.1111
H 0.49 -2.83 4.38 0.1169
H -0.96 -2.34 2.71 0.1265
H -1.87 -2.30 0.53 0.0835
H -0.86 -3.78 0.50 0.0776
H -0.30 -2.29 -0.21 0.0534
H 0.73 -0.49 0.99 0.0511
H 0.48 -0.36 2.79 0.0841
H -0.86 -0.23 1.65 0.0693
H 2.65 -1.59 0.53 0.0502
H 1.65 -1.64 -0.90 0.0376
H 3.34 -2.68 -2.99 -0.1457
H 5.84 -2.50 -2.60 -0.1742
H 5.41 -2.22 0.02 -0.1453
H 4.44 -4.17 -1.20 -0.1539
H 3.74 -4.69 1.28 0.1105
C -1.05 -3.32 -5.13 -0.0454
C -0.30 -4.31 -6.04 -0.4410
C -0.95 -5.68 -6.30 -0.3114
F -1.09 -6.40 -5.18 0.1012
F -0.16 -6.39 -7.14 0.0875
F 0.96 -4.47 -5.59 0.1416
F -0.21 -3.71 -7.26 0.0929
O -0.65 -3.20 -3.77 0.0468
C -1.15 -4.04 -2.78 -0.5106
C -0.05 -4.88 -2.13 -0.2744
F 0.56 -5.66 -3.05 0.1009
F -0.61 -5.69 -1.20 0.0912
F -2.17 -4.79 -3.25 0.1347
F -1.68 -3.23 -1.83 0.1231
H -0.83 -2.34 -5.54 0.1469
H -2.14 -3.44 -5.22 0.1415
H -1.92 -5.56 -6.77 0.1686
H 0.70 -4.24 -1.65 0.1535
C 1.83 3.28 -1.56 -0.0375
C 2.07 4.79 -1.69 -0.4317
C 2.48 5.56 -0.44 -0.2984
F 1.53 5.53 0.52 0.0944
F 2.66 6.87 -0.76 0.0839
F 0.99 5.37 -2.27 0.1214
F 3.10 4.94 -2.57 0.1086
O 0.48 2.81 -1.45 0.0532
C -0.17 2.74 -0.23 -0.5320
C -1.40 3.65 -0.19 -0.2702
F -1.06 4.94 -0.38 0.0979
F -1.99 3.56 1.03 0.0758
F 0.67 2.96 0.79 0.1542
F -0.60 1.46 -0.10 0.1395
H 2.16 2.85 -2.50 0.1472
H 2.47 2.83 -0.80 0.1125
H 3.41 5.17 -0.03 0.1739
H -2.12 3.37 -0.95 0.1752
C -4.24 5.43 2.28 -0.0283
C -5.31 4.50 1.65 -0.4335
C -6.54 5.17 1.04 -0.3057
F -7.25 5.87 1.94 0.0961
F -7.36 4.22 0.53 0.0921
F -5.68 3.58 2.57 0.1347
F -4.71 3.81 0.64 0.1029
O -4.26 5.59 3.69 0.0475
C -5.05 6.53 4.31 -0.5380
C -6.09 5.89 5.24 -0.2857
F -6.91 5.07 4.55 0.1022
F -6.85 6.86 5.80 0.0935
F -5.61 7.37 3.42 0.1463
F -4.23 7.28 5.09 0.1404
H -3.28 4.94 2.09 0.1258
H -4.17 6.38 1.76 0.1478
H -6.25 5.84 0.22 0.1720
H -5.59 5.32 6.02 0.1751
```

[2]
Formula: C28H31MgN3O2
Source: the Open Molecules 2025 dataset
Level of theory: ωB97M-V with the def2-TZVPD basis set

Output
Maximum force   3.2 eV/Å
Calculated total energy   -1600.24494 Eh

```
65
Properties=species:S:1:pos:R:3:lowdin_charge:R:1
C 2.31 2.05 1.28 -0.0215
C 0.32 1.23 -2.39 -0.1623
H 1.66 2.34 2.10 0.0104
H 2.69 3.00 0.86 0.0384
H 3.18 1.51 1.68 0.0318
H -0.77 1.18 -2.47 -0.0012
H 0.65 2.25 -2.66 -0.0253
H 0.75 0.52 -3.13 -0.0086
C -1.27 2.03 1.54 -0.1117
C -2.53 2.13 2.15 -0.0584
C -3.56 1.30 1.69 -0.0679
C -3.26 0.36 0.70 -0.0083
H -0.44 2.65 1.89 0.1037
H -2.67 2.85 2.96 0.1088
H -4.56 1.35 2.11 0.1151
H -4.02 -0.34 0.34 0.1028
N -1.01 1.20 0.52 0.0842
C -1.95 0.27 0.18 -0.1715
C -1.55 -0.85 -0.71 -0.1991
N -0.25 -0.99 -1.00 0.0804
C 0.14 -1.81 -1.97 -0.1316
C -2.09 -2.60 -2.33 -0.0608
C -0.74 -2.64 -2.68 -0.0349
H 1.20 -1.74 -2.24 0.0905
H -0.35 -3.28 -3.47 0.1042
C -2.50 -1.71 -1.33 -0.0042
H -3.54 -1.67 -1.00 0.0954
H -2.82 -3.25 -2.81 0.1066
Mg 1.21 1.22 -0.41 0.6511
C 2.75 -0.27 -1.03 -0.0428
H 2.85 -0.30 -2.11 0.0061
H 2.51 -1.26 -0.64 0.0056
H 3.67 0.07 -0.54 0.0197
C -0.36 -4.46 2.83 -0.0443
C -0.61 -3.09 3.39 -0.2344
C -1.83 -2.46 3.17 -0.0568
C -2.07 -1.17 3.66 -0.0967
C -1.03 -0.45 4.22 -0.0325
C 0.24 -1.05 4.33 -0.2142
N 1.30 -0.22 4.65 0.0951
C 2.64 -0.31 4.26 -0.2242
C 3.65 0.11 5.14 -0.0307
C 4.97 -0.22 4.87 -0.0964
C 5.31 -0.93 3.71 -0.0918
C 4.32 -1.24 2.77 -0.0259
C 2.99 -0.88 3.02 -0.1084
C 1.94 -1.04 1.92 -0.5743
O 1.84 -2.21 1.45 0.0184
O 1.28 0.01 1.60 -0.0971
C 0.41 -2.43 4.10 -0.1737
C 1.62 -3.18 4.54 -0.0251
H 0.48 -4.45 2.12 0.0862
H -0.14 -5.20 3.62 0.0786
H -1.25 -4.81 2.29 0.0740
H -2.60 -3.00 2.62 0.1037
H -3.06 -0.73 3.57 0.0896
H -1.15 0.59 4.53 0.1059
H 1.09 0.57 5.26 0.1431
H 3.36 0.65 6.05 0.1109
H 5.74 0.06 5.59 0.0986
H 6.34 -1.22 3.51 0.0975
H 4.54 -1.78 1.84 0.1209
H 2.30 -3.33 3.70 0.0880
H 2.15 -2.67 5.35 0.0896
H 1.33 -4.18 4.91 0.0817
```

[3]
Formula: C28H31N5O2SbSe4W
Source: the Open Molecules 2025 dataset
Level of theory: ωB97M-V with the def2-TZVPD basis set

Output
Energy relative to the best compared isomer or geometry (same formula, charge and spin)   0.0 kJ/mol
Maximum force   2.3 eV/Å
Calculated total energy   -11423.06439 Eh
Total charge   -1
Multiplicity   3

```
72
Properties=species:S:1:pos:R:3:lowdin_charge:R:1
W -0.10 -0.76 -0.63 1.3204
C -1.32 -3.76 -0.55 -0.0953
N -0.38 -2.95 0.28 -0.2741
C 0.88 -3.78 0.41 -0.2147
C 2.08 -3.52 -0.50 -0.1655
C 1.87 -2.85 -1.85 -0.2030
N 1.73 -1.41 -1.67 -0.1230
C 2.75 -0.67 -1.86 -0.0915
C 2.79 0.77 -1.73 -0.1561
C 4.02 1.42 -1.89 -0.0472
C 4.14 2.79 -1.89 -0.1003
C 2.98 3.55 -1.75 -0.0830
C 1.75 2.95 -1.60 -0.0080
C 1.62 1.55 -1.55 -0.3573
O 0.42 1.04 -1.41 -0.2708
C -0.96 -2.91 1.69 -0.2184
C -1.81 -1.71 2.09 -0.2476
C -2.80 -1.23 1.07 -0.1893
N -2.12 -0.71 -0.13 -0.1347
C -2.89 -0.18 -1.00 -0.1024
C -2.43 0.09 -2.35 -0.1660
C -2.99 1.12 -3.13 -0.0555
C -2.51 1.44 -4.37 -0.0993
C -1.44 0.69 -4.89 -0.0827
C -0.91 -0.35 -4.19 -0.0134
C -1.39 -0.71 -2.91 -0.3788
O -0.91 -1.78 -2.28 -0.2570
H -1.52 -4.71 -0.04 0.0890
H -0.88 -3.96 -1.52 0.0750
H -2.25 -3.23 -0.71 0.0730
H 0.57 -4.82 0.33 0.1181
H 1.26 -3.65 1.42 -0.0062
H 2.57 -4.48 -0.66 0.1160
H 2.80 -2.90 0.06 0.0825
H 0.97 -3.21 -2.36 0.0945
H 2.72 -3.05 -2.50 0.1144
H 3.68 -1.16 -2.19 0.1370
H 4.90 0.80 -2.02 0.1107
H 5.10 3.26 -2.00 0.0938
H 3.04 4.64 -1.76 0.0994
H 0.84 3.54 -1.49 0.1017
H -0.14 -2.93 2.39 0.0279
H -1.52 -3.84 1.83 0.1240
H -1.15 -0.89 2.35 0.0030
H -2.33 -1.99 3.01 0.1010
H -3.42 -0.43 1.48 0.1237
H -3.46 -2.04 0.75 0.1173
H -3.90 0.15 -0.73 0.1382
H -3.81 1.68 -2.70 0.1107
H -2.95 2.25 -4.94 0.0943
H -1.04 0.94 -5.87 0.1009
H -0.09 -0.94 -4.59 0.1166
Se 3.26 0.47 4.52 -0.2025
Sb 2.05 -1.51 4.04 -0.2539
Se 1.27 -0.42 1.28 0.2798
Se 3.19 -3.48 3.32 -0.1525
Se -0.03 -1.81 5.17 -0.1300
N -1.25 4.25 1.14 0.1066
C -1.44 3.08 0.44 -0.1931
N -1.30 2.02 1.17 0.1159
C -0.98 2.49 2.44 -0.2284
C -0.65 1.78 3.60 -0.0302
C -0.30 2.50 4.72 -0.0858
C -0.29 3.90 4.70 -0.0976
C -0.60 4.62 3.57 -0.0408
C -0.94 3.89 2.43 -0.2099
H -1.25 5.17 0.75 0.1423
H -1.65 3.07 -0.62 0.1158
H -0.62 0.69 3.61 0.0318
H 0.00 1.97 5.61 0.0981
H 0.00 4.44 5.60 0.0952
H -0.57 5.71 3.56 0.0974
```

[4]
Formula: C28H32CoFN9O5S
Source: the Open Molecules 2025 dataset
Level of theory: ωB97M-V with the def2-TZVPD basis set

Output
Energy relative to the best compared isomer or geometry (same formula, charge and spin)   151.6 kJ/mol
Maximum force   1.8 eV/Å
Calculated total energy   -3835.79769 Eh
Multiplicity   2

```
77
Properties=species:S:1:pos:R:3:lowdin_charge:R:1
Co 1.71 -2.44 -1.34 0.4448
N -0.88 -5.22 1.33 0.0364
C -0.06 -4.39 0.62 -0.9074
S 0.45 -4.88 -0.92 0.6485
N 0.21 -3.24 1.24 -0.0242
N 1.01 -2.38 0.63 -0.0506
C 1.17 -1.25 1.26 -0.1110
C 2.10 -0.28 0.75 -0.2543
C 2.39 0.91 1.43 -0.0378
C 3.36 1.75 0.93 -0.0908
C 4.02 1.39 -0.24 -0.0542
C 3.66 0.20 -0.87 -0.0958
N 2.72 -0.60 -0.40 0.1027
H -0.93 -6.17 0.99 0.0584
H -0.91 -5.10 2.33 0.0775
H 0.63 -1.08 2.19 0.1159
H 1.87 1.13 2.36 0.1011
H 3.63 2.66 1.45 0.0990
H 4.81 2.00 -0.66 0.0995
H 4.13 -0.11 -1.79 0.1262
F -3.67 -0.93 1.87 0.0627
C -2.84 -0.10 1.20 -0.1911
C -1.96 -0.63 0.29 0.1026
C -1.13 0.22 -0.45 -0.0415
C -0.21 -0.35 -1.42 -0.2885
O -0.14 -1.58 -1.54 -0.0131
C 0.55 0.60 -2.19 -0.0191
C 0.40 1.92 -1.96 0.0506
N -0.40 2.45 -0.98 0.0104
C -0.48 3.87 -0.82 -0.2717
C 0.75 4.70 -0.97 -0.0801
C 0.13 4.54 0.38 -0.0981
C -1.20 1.61 -0.23 -0.1165
C -2.05 2.11 0.75 0.0557
C -2.89 1.26 1.46 -0.1502
N -3.81 1.87 2.37 -0.1408
C -4.84 2.75 1.80 -0.1005
C -5.05 3.91 2.81 -0.0762
N -4.37 3.46 4.06 0.0232
C -4.92 2.15 4.49 -0.0683
C -4.37 1.10 3.48 -0.1188
C 1.56 0.18 -3.26 -0.6363
O 1.71 0.99 -4.20 -0.0091
O 2.16 -0.90 -3.06 -0.0418
H -1.88 -1.70 0.14 0.1433
H 0.94 2.62 -2.58 0.1418
H -1.41 4.30 -1.19 0.1516
H 0.67 5.65 -1.49 0.1081
H 1.68 4.18 -1.14 0.1071
H -0.39 5.38 0.82 0.0961
H 0.65 3.91 1.09 0.1030
H -2.07 3.16 0.98 0.1104
H -5.77 2.20 1.64 0.1359
H -4.49 3.12 0.84 0.1286
H -6.10 4.10 3.01 0.1306
H -4.58 4.83 2.48 0.1327
H -4.30 4.17 4.79 0.1840
H -3.45 3.15 3.64 0.1784
H -6.01 2.20 4.47 0.1312
H -4.61 1.93 5.51 0.1333
H -5.17 0.43 3.16 0.1296
H -3.57 0.50 3.92 0.1400
C 3.37 -4.54 -4.61 0.0026
C 2.93 -3.96 -3.31 -0.2848
N 1.79 -3.41 -3.11 -0.1211
O 0.91 -3.34 -4.17 -0.0098
C 3.78 -3.98 -2.14 -0.2768
C 5.05 -4.76 -2.06 -0.0320
N 3.31 -3.31 -1.10 -0.2112
O 3.92 -3.23 0.01 -0.1324
H 2.59 -4.39 -5.36 0.0726
H 3.57 -5.61 -4.51 0.0847
H 4.29 -4.06 -4.94 0.0896
H 0.23 -2.75 -3.83 0.0885
H 4.88 -5.81 -2.31 0.0765
H 5.43 -4.70 -1.04 0.0650
H 5.81 -4.37 -2.75 0.0758
```

[5]
Formula: C28H32CrN7O4
Source: the Open Molecules 2025 dataset
Level of theory: ωB97M-V with the def2-TZVPD basis set

Output
Energy relative to the best compared isomer or geometry (same formula, charge and spin)   83.6 kJ/mol
Maximum force   0.9 eV/Å
Calculated total energy   -2814.45622 Eh
Total charge   +2
Multiplicity   4

```
72
Properties=species:S:1:pos:R:3:lowdin_charge:R:1
Cr -0.32 0.64 -0.30 0.9124
C -0.17 3.41 0.89 -0.1469
C 1.22 3.29 1.49 -0.1067
C 2.08 2.10 1.14 -0.2331
C 3.41 2.17 1.55 0.0050
C 4.28 1.13 1.30 -0.0011
C 3.80 0.04 0.60 -0.0102
C 2.49 0.03 0.20 -0.1231
N 1.60 1.01 0.49 0.0432
N -1.00 2.17 1.01 -0.2124
C -0.92 1.62 2.39 -0.0816
C -1.41 0.21 2.41 -0.2261
C -2.08 -0.34 3.48 0.0301
C -2.49 -1.67 3.39 0.0079
C -2.25 -2.37 2.22 0.0059
C -1.58 -1.73 1.19 -0.0797
N -1.13 -0.47 1.29 0.0421
C -2.42 2.50 0.66 -0.0716
C -3.11 1.47 -0.20 -0.2308
C -4.48 1.49 -0.37 0.0213
C -5.06 0.58 -1.23 0.0005
C -4.25 -0.33 -1.91 0.0028
C -2.89 -0.30 -1.68 -0.0584
N -2.34 0.58 -0.84 -0.0108
H -0.69 4.23 1.38 0.1466
H -0.09 3.65 -0.16 0.1077
H 1.76 4.19 1.17 0.1432
H 1.18 3.38 2.57 0.1334
H 3.74 3.06 2.07 0.1338
H 5.31 1.18 1.63 0.1310
H 4.44 -0.80 0.34 0.1282
H 2.10 -0.77 -0.40 0.0788
H 0.12 1.62 2.71 0.1287
H -1.48 2.26 3.08 0.1521
H -2.28 0.25 4.36 0.1343
H -3.00 -2.13 4.22 0.1321
H -2.57 -3.39 2.10 0.1303
H -1.40 -2.24 0.26 0.1190
H -2.99 2.65 1.58 0.1475
H -2.43 3.46 0.14 0.1427
H -5.08 2.21 0.17 0.1350
H -6.13 0.58 -1.38 0.1309
H -4.67 -1.05 -2.59 0.1296
H -2.21 -0.99 -2.18 0.1125
N 2.32 0.91 -2.48 0.0187
C 1.50 1.54 -3.51 -0.2433
C 0.63 2.63 -2.91 -0.1954
N -0.44 2.08 -2.03 0.0002
H 3.17 1.45 -2.33 0.0923
H 2.63 -0.01 -2.78 0.0905
H 0.86 0.77 -3.95 0.1242
H 2.08 1.97 -4.32 0.1243
H 0.16 3.19 -3.72 0.1288
H 1.23 3.33 -2.34 0.1198
H -1.03 1.50 -2.62 0.0984
H -1.04 2.86 -1.77 0.0881
O -0.36 -2.28 -2.99 0.1042
C 0.17 -2.05 -1.92 -0.5398
O 0.03 -0.87 -1.33 -0.2107
C 0.95 -3.12 -1.20 -0.1174
C 1.39 -4.22 -1.93 0.0205
C 2.08 -5.25 -1.31 -0.0177
C 2.32 -5.21 0.06 0.0339
C 1.86 -4.12 0.76 -0.1212
C 1.19 -3.07 0.16 0.0138
N 2.07 -4.03 2.22 -0.3461
O 1.62 -3.05 2.79 0.0573
O 2.74 -4.88 2.74 0.1238
H 1.18 -4.26 -2.99 0.1309
H 2.42 -6.10 -1.88 0.1230
H 2.84 -6.01 0.57 0.1323
H 0.86 -2.26 0.78 0.0905
```

[6]
Formula: C28H32F5N5O2RuSSi
Source: the Open Molecules 2025 dataset
Level of theory: ωB97M-V with the def2-TZVPD basis set

Output
Maximum force   2.9 eV/Å
Calculated total energy   -2792.06971 Eh
Total charge   +1
Multiplicity   6

```
75
Properties=species:S:1:pos:R:3:lowdin_charge:R:1
Ru 0.58 0.35 -0.02 1.5452
C 1.34 4.50 0.86 -0.0196
C 1.98 3.79 -0.29 -0.3345
C 3.16 4.19 -0.92 -0.0128
C 3.65 3.39 -1.97 -0.0504
C 3.00 2.27 -2.39 0.0006
C 1.78 1.97 -1.69 -0.4188
N 1.31 2.72 -0.67 0.0850
N 1.05 0.83 -1.90 -0.1979
Si 0.82 0.04 -3.45 0.3988
C -0.18 -1.50 -3.30 -0.1616
C -0.07 1.29 -4.52 -0.1594
C 2.44 -0.41 -4.25 -0.1714
H 0.85 3.77 1.49 0.0458
H 0.65 5.24 0.50 0.0839
H 2.00 5.01 1.56 0.0836
H 3.61 5.15 -0.69 0.1122
H 4.57 3.67 -2.48 0.1175
H 3.35 1.65 -3.17 0.0715
H -0.68 -1.65 -2.37 -0.0329
H 0.47 -2.40 -3.42 0.0589
H -0.87 -1.55 -4.15 0.0509
H -1.14 1.44 -4.25 0.0443
H 0.03 0.98 -5.55 0.0369
H 0.34 2.27 -4.43 0.0199
H 3.20 -0.77 -3.55 0.0374
H 2.89 0.42 -4.77 0.0207
H 2.22 -1.15 -5.03 0.0497
C 4.04 1.47 3.64 0.0449
N 2.59 1.42 3.42 -0.0168
C 1.74 1.70 4.39 -0.0398
C 0.40 1.91 4.28 0.0303
C -0.08 1.75 2.95 -0.3911
N 0.73 1.36 2.03 0.0732
C 2.05 1.16 2.21 -0.5588
O 2.76 0.82 1.28 0.0338
N -1.38 1.98 2.66 0.1964
H 4.21 1.38 4.68 0.0849
H 4.44 2.40 3.30 0.0991
H 4.53 0.66 3.10 0.1048
H 2.14 1.75 5.40 0.1422
H -0.22 2.22 5.11 0.1222
H -1.95 2.32 3.42 0.1165
H -1.72 1.90 1.70 0.0513
C -4.43 -4.94 1.11 -0.0222
C -3.90 -3.55 0.68 -0.1896
C -4.37 -2.36 1.35 -0.0195
C -4.03 -1.10 0.93 -0.0797
C -3.31 -0.89 -0.23 -0.4219
C -2.79 -1.99 -0.90 -0.0833
C -3.05 -3.29 -0.43 -0.0038
S -2.79 0.68 -0.78 0.9927
C -4.07 1.72 -0.17 -0.2373
O -1.62 1.06 0.12 -0.6466
H -4.92 -4.83 2.05 0.0585
H -3.73 -5.77 1.25 0.0829
H -5.20 -5.24 0.37 0.0983
H -4.99 -2.57 2.21 0.1129
H -4.46 -0.29 1.56 0.1205
H -2.38 -1.83 -1.87 0.0765
H -2.60 -4.15 -0.90 0.1184
H -4.09 1.61 0.91 0.0447
H -5.05 1.40 -0.58 0.0872
H -3.86 2.75 -0.53 0.0811
F -0.93 -1.73 1.96 0.0254
C 0.03 -2.44 1.24 -0.2285
C 0.83 -1.78 0.32 -0.1082
C 1.69 -2.60 -0.43 -0.2779
F 2.46 -2.01 -1.33 0.0791
C 1.69 -3.98 -0.33 -0.1345
F 2.34 -4.80 -1.17 0.1217
C 0.86 -4.60 0.61 -0.1375
F 0.79 -5.92 0.68 0.1473
C 0.02 -3.82 1.38 -0.1832
F -0.80 -4.45 2.20 0.1298
```

Which value of maximum force does entry 4 give?
1.8 eV/Å

Which of these has the highest maximum force?
C28H31MgN3O2